(1)
23
Properties=species:S:1:pos:R:3:forces:R:3 method="wB97M-V/def2-TZVPD" total_charge=+1 spin_multiplicity=1 e_above_lowest_kj_mol=337.4
H 0.334239 3.974155 -0.106486 -0.3 -0.2 0.6
H 0.698181 -3.438153 0.571487 -1.3 0.9 0.9
C -0.619533 -2.684359 -1.588847 3.5 -0.5 -1.8
H 0.974342 0.938903 -1.798347 -0.9 0.3 0.8
Br 1.886245 0.951124 1.494686 0.7 -0.3 0.8
H -1.232354 2.465685 1.102847 0.3 0.7 1.1
H -1.008189 -3.017203 1.244788 -1.0 -1.1 -0.4
H 0.170732 -1.881965 1.584369 0.4 -1.4 -0.9
N -0.295872 2.562267 1.546450 0.3 -3.0 -2.0
H 0.406282 -0.604666 -2.267779 0.1 0.8 -1.4
H -0.510106 0.393957 2.047514 0.4 1.5 -0.3
H 0.080821 4.540435 1.653408 0.6 0.5 -0.7
C -0.236526 -1.824399 -0.487531 0.6 1.1 2.3
H 1.602252 3.620795 1.142820 -0.7 0.3 0.1
C 0.104651 0.271163 -1.690839 -0.2 -3.7 0.2
H -0.636108 -2.131080 -2.492804 -0.7 0.2 -1.1
H -0.902377 0.519270 -2.059104 0.6 0.7 0.2
N -0.004644 -0.555145 -0.407053 -0.2 0.3 0.1
H 0.181995 -3.515812 -1.781846 -1.7 1.2 0.7
C -0.116560 -2.665178 0.790157 2.3 2.6 0.7
C 0.131181 1.288196 1.792967 -0.2 2.5 -1.3
H -1.538545 -3.024775 -1.257443 -2.0 -1.4 -0.1
C 0.529892 3.816784 0.966585 -0.8 -2.0 1.6

***

(2)
70
Properties=species:S:1:pos:R:3:forces:R:3 method="wB97M-V/def2-TZVPD" total_charge=+1 spin_multiplicity=1
H 5.246755 1.815282 2.674737 -0.1 0.0 0.0
H -2.832471 -0.681305 -6.819602 0.0 -0.1 0.0
H -6.454192 -0.498939 -7.579203 0.0 0.0 0.0
N 2.050963 0.726080 2.554513 0.0 0.3 -0.6
H 0.139043 3.174858 3.323883 0.0 -0.1 0.0
H 3.769654 -3.198847 2.772183 0.0 0.0 0.1
O -1.077367 -1.230907 -2.867689 0.0 0.1 0.1
O 0.377107 0.440301 0.976914 -0.1 0.0 0.2
H -1.341351 1.839765 4.326447 0.0 0.0 0.0
H 0.511440 -0.735546 2.682417 0.1 0.1 -0.2
Br 3.978652 4.487198 3.836094 0.1 0.1 0.1
C -4.374342 0.010218 -7.851716 0.0 0.0 0.0
H -5.225104 -2.427580 -7.160319 0.0 0.0 0.0
H -0.894809 0.563695 3.230094 0.0 0.1 0.1
C 1.520714 1.968868 2.710786 0.3 -0.3 0.2
O -3.814792 1.076005 -8.052111 0.0 0.0 0.0
C -4.231833 -2.270195 -6.750159 -0.1 0.0 -0.1
C -0.885169 -0.105453 0.676275 0.7 -0.2 -0.1
C 3.471447 0.724644 2.069613 -0.3 0.0 0.0
C 3.532665 -2.693115 3.712720 0.0 -0.1 -0.1
H -4.292067 -2.383567 -5.666312 0.0 0.0 0.0
C 0.169207 0.504268 5.161402 0.1 0.0 0.1
H 2.454090 -2.783567 3.868385 0.1 0.0 -0.1
H 3.757572 -1.348097 1.532074 0.0 0.1 0.0
H -0.283470 0.843218 6.095870 0.0 0.0 -0.1
H -2.830397 0.279967 -1.899033 0.0 0.0 0.0
H -5.736775 -1.156550 -9.051282 0.0 0.0 0.0
H 1.786208 -1.009133 1.475634 -0.1 0.0 0.1
H -3.578723 -3.051807 -7.141124 0.0 0.0 0.0
H -0.217907 -0.496159 -4.971407 0.0 0.0 0.0
H 4.077455 3.568330 1.544210 0.0 0.0 0.0
C 4.169384 1.830263 2.844617 0.2 0.0 0.1
O -1.825636 0.600143 0.816622 -0.5 0.3 -0.1
C 4.008913 -1.234554 3.687126 0.0 0.1 0.2
H -0.708007 -1.532432 6.929448 0.1 0.0 0.0
C 3.607562 3.181387 2.444104 -0.2 -0.1 -0.1
H -3.354635 0.788204 -3.513945 0.0 0.0 0.0
H -2.110537 1.705568 -2.670999 0.0 0.0 0.0
H 3.472490 0.959237 0.994346 0.0 0.0 0.1
N 0.402160 2.195786 3.326575 -0.3 0.2 -0.1
H 0.111039 -1.792852 -0.214431 0.0 0.0 0.0
H -0.339128 1.934030 -5.599759 0.0 0.0 0.1
H -1.105481 -2.182157 1.030411 0.0 0.1 0.0
C -1.221749 1.314635 -5.435548 0.0 0.1 -0.1
H 1.929710 3.231214 1.229950 -0.1 0.1 0.1
H 1.226895 0.782960 5.206865 -0.1 0.0 0.1
H -1.614773 1.032300 -6.412872 0.0 0.0 0.0
H 0.932224 -1.596915 6.852515 -0.1 0.0 -0.1
H 4.976125 -1.171415 4.189315 0.0 0.1 -0.1
C -1.439790 -0.204537 -3.431571 -0.1 0.0 -0.1
C -0.497556 1.242262 3.987223 0.0 0.1 -0.1
H -1.976801 1.919265 -4.944493 0.0 0.0 0.0
N 0.077954 -1.754859 6.330421 0.1 0.0 0.1
H 5.183021 -0.485931 2.014517 -0.1 -0.1 0.0
C 1.151347 -0.254031 1.940600 0.2 -0.2 0.0
H -6.090353 0.579355 -8.941836 0.0 0.0 0.0
C -5.752809 -0.290987 -8.388073 0.0 0.0 0.0
H 3.324847 -0.616017 4.279841 0.1 -0.1 0.0
C 4.130611 -0.635536 2.273347 0.1 -0.1 0.0
H 4.012042 -3.261237 4.510430 0.0 0.1 0.0
H 4.002188 1.664522 3.914285 0.1 0.0 -0.1
H -1.606403 -1.642533 -0.585164 0.0 0.0 0.1
N 2.173563 3.099340 2.207839 0.1 0.0 0.0
C -2.498898 0.701073 -2.843592 0.0 0.0 0.0
C -0.858114 -1.516552 0.195941 -0.1 -0.2 0.0
H -0.894961 -1.285491 4.571485 0.0 0.0 0.1
C 0.043578 -1.028986 5.078252 0.0 -0.1 0.0
H 0.852198 -1.424884 4.453055 -0.1 0.0 0.1
N -3.755941 -0.954078 -7.116814 0.1 0.0 0.1
N -0.908483 0.152513 -4.624325 0.0 0.0 -0.1

***

| no. | orbital gap (eV) |
| --- | --- |
| 1 | 7.60 |
| 2 | 8.08 |